Record 1
Entry from OMol25: a molecular structure, B2H26O9 in a non-equilibrium geometry (ωB97M-V/def2-TZVPD).

ORCA input file:
```
! wB97M-V def2-TZVPD RIJCOSX def2/J DEFGRID3
* xyz -2 1
B 1.87 -0.20 -1.97
H 1.51 0.68 -2.48
H 1.37 -0.25 -1.02
H 1.56 -1.13 -2.44
H 2.94 -0.24 -1.93
B -0.10 -0.12 0.61
H -0.74 0.59 0.10
H 0.88 -0.17 0.17
H 0.05 0.20 1.63
H -0.49 -1.12 0.63
O 0.52 -2.41 -0.24
H 1.36 -2.86 -0.29
H 0.17 -2.65 0.62
O -2.17 1.06 0.97
H -1.22 1.01 1.06
H -2.41 1.89 1.39
O 1.61 -0.81 1.86
H 1.66 -0.19 2.59
H 0.82 -0.57 1.39
O -0.30 1.26 -1.48
H 0.07 1.46 -0.62
H -0.26 2.10 -1.95
O -1.70 -0.73 2.13
H -0.92 -0.49 1.63
H -2.43 -0.55 1.54
O 0.80 1.89 0.18
H 0.38 1.07 0.44
H 1.22 2.20 0.98
O 2.43 1.45 -0.72
H 2.34 0.91 -1.50
H 1.61 1.33 -0.24
O -1.77 -1.92 -0.53
H -2.24 -1.50 0.19
H -2.18 -2.79 -0.61
O -2.03 0.20 -0.88
H -1.96 0.37 0.06
H -2.25 1.04 -1.27
*
```

Properties
**Kohn-Sham gap**: 4.2 eV
**Calculated total energy**: -20171.687 eV
**HOMO level**: 1.1 eV

---

Record 2
Entry from OMol25: a molecular structure, B3CsF12 in a non-equilibrium geometry (ωB97M-V/def2-TZVPD).

ORCA input file:
```
! wB97M-V def2-TZVPD RIJCOSX def2/J DEFGRID3
* xyz -2 1
Cs 3.24 -14.02 -10.50
B 2.39 -12.29 -13.53
F 2.70 -12.09 -14.89
F 2.50 -13.70 -13.33
F 3.26 -11.59 -12.67
F 1.09 -11.83 -13.28
B -0.03 -13.20 -9.47
F 0.55 -12.72 -10.66
F 0.26 -12.28 -8.43
F -1.40 -13.45 -9.56
F 0.71 -14.39 -9.14
B 4.19 -15.34 -7.27
F 5.16 -15.66 -6.34
F 2.91 -15.76 -6.83
F 4.10 -13.95 -7.56
F 4.45 -15.92 -8.54
*
```

Properties
**Kohn-Sham gap**: 9.9 eV
**Calculated total energy**: -35211.017 eV
**ΔE to the lowest compared entry with this formula, charge and spin**: 6.5 kcal/mol
**HOMO level**: -5.7 eV

---

Record 3
Entry from OMol25: a molecular structure, B5CuF12H8 in a non-equilibrium geometry (ωB97M-V/def2-TZVPD).

ORCA input file:
```
! wB97M-V def2-TZVPD RIJCOSX def2/J DEFGRID3
* xyz -3 2
Cu -0.05 -0.25 0.04
B 1.11 0.77 -1.86
H 1.23 1.04 -2.90
H 0.37 1.36 -1.33
H 0.73 -0.23 -1.72
H 2.03 1.04 -1.38
B -0.02 -2.51 -0.11
H -0.58 -2.42 0.81
H 0.95 -2.10 0.11
H 0.11 -3.53 -0.43
H -0.50 -1.87 -0.84
B -1.34 0.99 2.01
F -2.17 1.92 2.54
F -1.93 -0.08 1.36
F -0.58 1.56 1.05
F -0.41 0.54 2.94
B 2.78 -0.38 1.62
F 2.12 -1.53 2.17
F 3.39 0.49 2.53
F 3.69 -0.81 0.70
F 1.79 0.28 0.89
B -2.54 1.13 -1.62
F -3.34 1.60 -0.64
F -1.80 0.04 -1.19
F -3.33 0.73 -2.68
F -1.70 2.20 -2.06
*
```

Properties
**<S²>**: 0.75
**Kohn-Sham gap (alpha / beta)**: 7.0 / 6.7 eV
**Calculated total energy**: -80772.636 eV
**ΔE to the lowest compared entry with this formula, charge and spin**: 69.2 kcal/mol
**HOMO level (alpha / beta)**: 0.8 / 0.8 eV

---

Record 4
Entry from OMol25: a molecular structure, BCdH12O8P in a non-equilibrium geometry (ωB97M-V/def2-TZVPD).

ORCA input file:
```
! wB97M-V def2-TZVPD RIJCOSX def2/J DEFGRID3
* xyz -2 1
Cd 0.14 0.28 -0.19
P -2.50 -0.39 -0.58
O -1.62 -0.40 0.77
O -1.41 0.06 -1.64
O -3.73 0.50 -0.59
O -3.01 -1.82 -0.89
B 0.07 2.67 0.08
H -0.75 2.29 0.88
H 1.16 2.26 0.34
H -0.23 2.18 -0.95
H 0.11 3.88 0.03
O -0.36 -2.53 1.85
H -0.68 -1.61 1.65
H -1.13 -3.07 1.63
O 1.88 0.55 -1.73
H 1.98 0.12 -2.58
H 2.77 0.77 -1.44
O 0.82 -1.81 -0.64
H 0.38 -2.59 -0.29
H 1.09 -2.01 -1.53
O 1.46 0.17 1.63
H 1.51 -0.40 2.40
H 2.04 0.92 1.79
*
```

Properties
**Kohn-Sham gap**: 3.3 eV
**Calculated total energy**: -31104.790 eV
**ΔE to the lowest compared entry with this formula, charge and spin**: 19.2 kcal/mol
**HOMO level**: 1.2 eV